# 1
Computed, not measured: a 2-piece molecular cluster, C20H47B3IN2O6P2S2 overall, with the ωB97M-V functional and the def2-TZVPD basis.

Output
- E_LUMO (Eh) = -0.0815
- electronic energy (Eh) = -3202.56415
- total charge = +1

```
83
Properties=species:S:1:pos:R:3:forces:R:3
C -2.816986 4.343859 0.654700 0.050 0.004 0.017
C -2.155180 4.765956 -0.670638 -0.048 -0.003 0.040
C -2.256929 3.719027 -1.781045 0.165 0.058 0.125
C -1.750426 2.335457 -1.352003 -0.295 -0.058 -0.315
N -0.768423 1.773525 -2.304817 0.593 -0.061 0.191
C 0.454986 2.594633 -2.430357 -0.053 0.177 -0.039
C 0.673620 3.098467 -3.864587 0.015 0.031 0.051
C 2.168259 3.243568 -4.213529 -0.055 0.106 0.003
C 2.605332 4.664534 -4.660649 0.162 -0.184 -0.100
B 3.945881 5.051255 -3.975322 -0.051 0.548 0.196
O 5.074640 5.496606 -4.663852 -0.096 -0.827 -0.199
B 6.259359 5.163722 -4.067802 0.168 0.940 -0.021
P 7.514391 4.055038 -5.045069 -0.139 -0.082 0.051
O 6.899322 2.695481 -5.051143 0.022 -0.011 -0.006
O 6.407254 5.378224 -2.713644 0.065 -0.956 0.092
B 5.297619 4.973698 -1.975850 -0.166 0.594 0.050
P 5.655171 4.421842 -0.125283 0.111 0.056 -0.020
O 5.946532 2.821611 -0.510556 -0.278 0.183 -0.183
I 3.352719 4.222200 0.614420 -0.087 -0.059 0.057
O 4.083836 4.912631 -2.593347 0.029 -0.392 -0.053
C -0.547250 0.420813 -1.993180 -0.286 -0.057 -0.129
S 0.569533 -0.174567 -0.962271 0.094 -0.023 0.115
S -1.696947 -0.551746 -2.877706 -0.328 0.132 0.290
C -1.903040 -1.982531 -1.791272 0.159 -0.132 -0.125
C -2.980598 -2.917993 -2.319416 -0.107 -0.079 0.079
C -3.039822 -4.191403 -1.480250 0.171 0.115 0.085
H -3.292966 3.364612 0.576036 -0.065 0.025 -0.020
H -3.580157 5.054877 0.967542 -0.028 -0.016 -0.009
H -2.092084 4.278314 1.466400 0.005 -0.005 -0.001
H -2.610724 5.692334 -1.022668 0.038 0.006 -0.048
H -1.099959 4.997239 -0.503428 0.005 -0.026 0.038
H -3.288887 3.649759 -2.128623 0.005 -0.055 -0.031
H -1.657621 4.052675 -2.628359 -0.123 0.027 -0.081
H -2.578911 1.626866 -1.303514 0.015 0.011 0.078
H -1.287690 2.366887 -0.355778 0.045 0.073 -0.017
H 0.381088 3.443933 -1.747193 0.068 -0.033 0.048
H 1.321940 2.023853 -2.104466 -0.062 -0.104 0.009
H 0.167943 2.417714 -4.550230 0.062 -0.047 -0.007
H 0.184614 4.068374 -3.982060 -0.089 -0.049 -0.056
H 2.751946 2.945569 -3.340048 -0.011 -0.010 0.007
H 2.433487 2.539829 -5.002321 0.016 -0.027 0.024
H 2.733996 4.702776 -5.742688 -0.145 0.105 -0.014
H 1.832549 5.391299 -4.394299 0.035 0.048 0.029
H 7.759902 4.632138 -6.307510 0.091 0.033 0.018
H 8.772149 4.138453 -4.413995 0.050 0.112 -0.083
H 6.892590 2.665048 -0.550763 0.282 -0.132 0.156
H -2.171220 -1.599373 -0.802830 0.037 -0.009 0.022
H -0.950424 -2.505146 -1.702003 0.018 0.030 -0.029
H -3.953794 -2.423903 -2.286315 0.018 0.056 -0.102
H -2.783095 -3.172080 -3.362465 0.019 0.009 -0.005
H -3.274967 -3.945841 -0.438793 -0.086 -0.037 -0.009
H -2.071674 -4.697525 -1.480176 -0.032 -0.059 -0.062
H -3.792657 -4.886620 -1.846625 -0.018 -0.004 0.019
C -3.813709 -3.932335 4.299267 0.001 0.078 0.007
C -2.642447 -4.222139 3.384516 -0.031 -0.076 -0.047
N -1.523518 -3.199181 3.421434 -0.013 0.088 -0.053
C -2.082838 -1.875850 2.990227 0.042 0.005 -0.002
C -0.486282 -3.555941 2.373119 0.060 -0.057 -0.050
C 0.291559 -4.847997 2.552301 0.040 0.014 -0.003
C -0.928666 -2.970354 4.793644 -0.015 -0.026 0.019
C -0.405820 -4.150296 5.591851 0.035 -0.015 0.003
O -1.441953 -5.053983 5.880182 -0.038 0.002 -0.037
C -1.021218 -6.397536 6.096411 0.018 0.003 0.087
H -4.355879 -3.031377 4.016638 -0.008 -0.010 -0.013
H -4.510143 -4.765393 4.208158 0.007 -0.006 0.010
H -3.516348 -3.871699 5.342885 0.000 -0.036 -0.004
H -2.966498 -4.238871 2.342596 0.026 0.003 -0.007
H -2.203310 -5.184885 3.619086 0.004 0.035 0.065
H -2.561823 -2.001260 2.021988 0.002 0.021 -0.003
H -1.266637 -1.162034 2.909235 -0.007 0.003 -0.021
H -2.800572 -1.527593 3.724951 -0.017 -0.013 -0.012
H 0.197794 -2.709127 2.324654 -0.032 0.024 -0.019
H -1.042963 -3.584673 1.436497 -0.005 0.043 -0.001
H 1.140774 -4.731027 3.220139 -0.021 -0.008 0.012
H 0.695915 -5.117535 1.577095 -0.019 -0.007 -0.006
H -0.318815 -5.682465 2.892532 -0.002 -0.005 -0.028
H -1.705366 -2.475013 5.373613 0.001 -0.005 0.003
H -0.114564 -2.260051 4.643134 -0.014 0.019 0.029
H -0.021692 -3.704889 6.519050 0.058 -0.032 -0.009
H 0.434315 -4.646346 5.107053 -0.049 0.007 -0.047
H 0.018977 -6.444151 6.423098 -0.012 0.001 0.036
H -1.136097 -6.987802 5.182528 0.040 0.014 -0.017
H -1.650406 -6.824165 6.873760 -0.017 -0.002 -0.018
```
Positions in Å, forces in eV/Å.

# 2
Computed, not measured: C20H47BrFGaN3O2 as an isolated structure, with the ωB97M-V functional and the def2-TZVPD basis.

Output
- E_LUMO (Eh) = 0.0952
- electronic energy (Eh) = -5703.68520
- total charge = -1

```
75
Properties=species:S:1:pos:R:3:forces:R:3
C 2.799786 -5.964727 -0.723533 -0.133 0.072 -0.029
O 3.172078 -5.410822 -1.957685 0.177 0.054 0.138
C 2.392719 -4.256864 -2.295673 -0.043 -0.133 -0.155
Ga 2.625153 -2.592594 -1.133058 0.093 -0.091 0.006
Br 4.609036 -2.973490 0.215684 -0.036 0.033 0.040
C 1.194597 -2.343942 0.303306 -0.226 -0.379 0.218
C -0.224305 -2.217976 -0.096042 0.231 0.314 -0.240
O -1.178977 -2.639305 0.523082 -0.113 -0.174 0.150
N -0.447552 -1.458508 -1.313542 -0.331 0.117 0.345
C -1.585275 -0.559430 -1.160182 -0.098 -0.100 -0.028
C -0.596160 -2.340382 -2.476272 0.222 0.044 -0.150
C 3.005638 -0.926256 -2.257102 -0.045 0.049 -0.090
C 2.149585 0.300422 -1.995329 0.118 0.008 0.109
F 4.362581 -0.512981 -2.091480 -0.046 -0.065 0.004
H 3.637612 -6.544768 -0.330915 -0.043 -0.011 -0.085
H 2.557744 -5.184128 0.008597 0.041 -0.084 -0.018
H 1.921247 -6.622995 -0.838449 0.045 0.068 0.049
H 2.708183 -3.996697 -3.314059 -0.049 -0.021 0.064
H 1.338632 -4.575111 -2.372761 -0.014 0.096 -0.008
H 1.255172 -3.144428 1.048631 0.078 0.132 -0.009
H 1.449097 -1.412250 0.830020 0.064 0.022 -0.267
H -1.584760 0.171575 -1.974408 0.022 -0.079 0.024
H -2.550506 -1.089720 -1.156758 0.051 0.091 0.009
H -1.496191 -0.021573 -0.214806 0.008 0.015 -0.083
H -0.642254 -3.393736 -2.187068 -0.009 0.050 -0.019
H 0.231316 -2.218029 -3.184501 -0.040 -0.021 0.035
H -1.528825 -2.102894 -2.997285 0.080 -0.046 0.011
H 2.928721 -1.189295 -3.322299 0.027 0.058 0.052
H 1.170659 0.192036 -2.468259 0.071 0.030 0.077
H 1.986694 0.453739 -0.923004 -0.018 0.021 -0.091
H 2.653749 1.191525 -2.389521 -0.093 -0.065 -0.078
C 2.901635 7.924300 -0.955019 -0.025 0.000 -0.019
C 2.345779 6.555748 -0.590567 -0.010 -0.042 -0.002
N 3.049631 5.469153 -1.245153 0.039 0.063 0.079
C 2.350308 4.194249 -1.179641 -0.037 -0.040 -0.081
C 2.132644 3.554675 0.193976 0.007 -0.016 0.014
C 4.486250 5.419897 -1.014849 -0.006 -0.052 -0.006
C 4.973315 5.363584 0.437875 -0.005 0.009 -0.008
H 2.955386 8.036520 -2.039089 0.003 0.003 0.003
H 2.255739 8.707398 -0.554763 0.004 0.004 -0.005
H 3.900601 8.082477 -0.546217 0.001 -0.008 0.005
H 1.303628 6.492938 -0.917653 -0.001 0.025 0.014
H 2.324368 6.464067 0.508007 0.016 -0.017 -0.005
H 2.888241 3.490774 -1.818434 -0.004 -0.004 0.008
H 1.373004 4.345422 -1.649430 0.000 0.014 0.006
H 3.054795 3.153094 0.612238 0.002 0.015 -0.005
H 1.435431 2.721168 0.096540 0.003 -0.004 0.005
H 1.709215 4.262393 0.909492 -0.007 0.005 -0.010
H 4.936278 6.293496 -1.494138 -0.017 0.011 -0.006
H 4.862153 4.550319 -1.558609 0.029 0.013 0.012
H 4.488030 6.125443 1.051438 0.021 0.015 -0.004
H 6.048391 5.550770 0.471516 0.005 -0.018 0.003
H 4.790566 4.395149 0.899866 -0.022 0.010 0.000
C -3.246969 -0.415370 2.137869 -0.020 0.050 -0.009
C -4.437034 -0.995190 2.883385 -0.025 -0.068 -0.012
N -5.388376 -1.635130 1.986201 0.105 -0.002 0.011
C -6.653056 -1.962861 2.612734 -0.018 -0.008 -0.026
C -6.652831 -2.999703 3.743584 -0.003 0.006 0.004
C -4.825035 -2.650570 1.099608 -0.047 -0.014 0.012
C -4.062852 -3.815026 1.738195 -0.035 -0.006 0.017
H -3.586402 0.253305 1.343749 -0.003 0.006 0.012
H -2.605668 0.149094 2.817284 -0.034 -0.003 0.022
H -2.639427 -1.198900 1.687159 0.047 0.014 -0.002
H -4.979335 -0.200414 3.406106 0.012 0.011 -0.012
H -4.062002 -1.676374 3.664596 -0.013 -0.004 -0.004
H -7.333102 -2.297269 1.823375 -0.017 0.009 0.016
H -7.068011 -1.027477 3.003761 0.004 -0.004 0.008
H -6.465037 -4.007037 3.374124 0.005 0.011 0.001
H -7.624673 -3.002274 4.242641 -0.002 -0.009 -0.004
H -5.895106 -2.769875 4.494094 -0.010 0.004 0.006
H -4.146839 -2.153810 0.403862 0.011 0.022 0.011
H -5.654073 -3.034508 0.497599 0.022 -0.011 -0.009
H -3.327787 -3.459371 2.460475 0.027 0.003 -0.022
H -3.504268 -4.346335 0.967633 0.001 -0.015 -0.002
H -4.722697 -4.524329 2.239255 0.010 0.021 0.004
```
Positions in Å, forces in eV/Å.

no.,HOMO (eV)
1,-10.19
2,-4.98